Here is a structure of composition C22H14CdCl5N2O2 from OMol25. Energies are from ωB97M-V with the def2-TZVPD basis set.

The geometry in ORCA input format:
```
! wB97M-V def2-TZVPD RIJCOSX def2/J DEFGRID3
* xyz -1 1
H 0.534 1.630 -4.165
C -1.329 0.678 -3.745
C 1.615 -2.013 1.222
C -3.749 -0.247 -4.783
C -2.116 0.908 4.425
H 2.568 0.779 -2.450
C -3.443 -0.477 -3.470
H -0.975 1.424 -5.721
C -1.821 -0.545 2.535
H -4.691 -0.612 -5.180
Cl -0.451 3.018 1.470
O 0.858 -1.899 0.195
C 3.334 -2.437 3.475
C -2.866 0.452 -5.626
H 3.301 2.176 -0.566
H 0.876 -3.970 1.683
Cl -2.958 -1.637 4.759
C -1.231 0.453 1.770
C 1.895 1.570 -2.104
C 2.241 1.900 -0.651
H 2.331 -4.340 3.632
C -0.033 1.162 -3.346
H 3.705 0.740 1.126
H -3.111 0.631 -6.664
Cl -2.035 -2.119 1.822
C -1.555 1.945 3.687
C -2.254 -0.350 3.845
Cd -0.323 -0.052 -0.229
C 2.748 0.228 0.944
C 1.589 -3.216 1.992
C 2.555 -1.020 1.656
O -2.020 -0.240 -1.634
H 1.632 2.746 -0.322
H -4.122 -1.014 -2.820
C -1.130 1.688 2.385
N 0.519 1.088 -2.196
H 3.982 -2.601 4.326
C 2.405 -3.412 3.076
H 2.048 2.451 -2.740
C -2.224 -0.018 -2.874
H 4.116 -0.504 3.026
Cl -1.403 3.517 4.393
C 3.398 -1.272 2.749
N 1.911 0.741 0.135
Cl -2.638 1.181 6.048
C -1.682 0.891 -5.091
*
```

- LUMO level: 2.58 eV
- HOMO-LUMO gap: 7.281 eV
- Energy relative to the best compared isomer or geometry (same formula, charge and spin): 6.92 kJ/mol
- Maximum force: 0.2 eV/A
- E_HOMO: -0.1729 Eh

---

Here is a cluster of 2 separate species, HIO in total in a non-equilibrium geometry from OMol25. Energies are from ωB97M-V with the def2-TZVPD basis set.

The geometry in ORCA input format:
```
! wB97M-V def2-TZVPD RIJCOSX def2/J DEFGRID3
* xyz 0 3
H -0.954 -0.327 -0.012
I 2.083 -0.259 0.005
O -1.129 0.585 0.007
*
```

- LUMO level (alpha / beta): 0.90 / -3.24 eV
- HOMO-LUMO gap (alpha / beta): 11.298 / 6.815 eV
- Maximum force: 2.6 eV/A
- <S²>: 2.01
- E_HOMO (alpha / beta): -0.3823 / -0.3695 Eh